Entry 1:
Here is C4H9NO5 in the gas phase at a distorted geometry from OMol25. Energies are from ωB97M-V/def2-TZVPD.

Positions of all 19 atoms, in Å:
1 C 0.759670 -0.135024 0.305366
2 C -2.982676 0.313223 0.039619
3 C 1.862049 0.045183 -0.778644
4 C -0.678916 -0.374378 -0.128630
5 N -1.599137 0.450622 0.385557
6 O 1.144268 -1.252873 1.080107
7 O 0.945287 1.003489 1.087208
8 O 2.897542 0.932606 -0.345908
9 O -0.129566 -2.099771 -1.420271
10 O -1.072121 -1.297699 -0.850674
11 H -3.476863 -0.156617 0.972301
12 H -3.440777 1.320498 -0.285093
13 H -2.989807 -0.404550 -0.754537
14 H 2.402757 -0.872109 -1.133725
15 H 1.414638 0.534995 -1.624471
16 H -1.218417 1.315336 0.808356
17 H 1.721644 1.442133 0.576432
18 H 3.625270 0.448074 0.077079
19 H 0.815162 -1.213138 1.989928

Forces on the atoms, in the same order (eV/Å):
C 0.3 -0.8 0.6
C -0.9 0.8 1.6
C 1.0 -1.6 -1.2
C 6.7 7.3 4.7
N -0.8 2.2 0.7
O 1.1 -1.3 0.4
O -0.3 1.3 -1.0
O 0.5 0.2 0.0
O -0.7 1.4 0.7
O -2.9 -8.4 -5.9
H -0.1 0.9 -1.6
H 0.5 -1.7 0.6
H -0.8 -0.2 -0.5
H -1.2 0.4 0.5
H -0.2 0.2 -0.5
H -0.4 -1.0 -0.4
H -1.1 -0.3 1.8
H -0.6 0.1 -0.1
H -0.2 0.4 -0.4

Values from the calculation:
- 2S+1: 3
- Highest occupied orbital energy (alpha / beta): -5.0 / -10.0 eV
- Expectation value of S²: 2.007
- Net charge: 0
- Calculated total energy: -16013.486 eV



Entry 2:
Here is C18H39CoN2OSSi4Te as an isolated structure at a distorted geometry from OMol25. Energies are from ωB97M-V/def2-TZVPD.

Positions of all 67 atoms, in Å:
1 Co 0.470217 -2.121212 0.339297
2 C 3.391438 -3.220740 1.299700
3 N 2.237080 -3.557503 0.428854
4 C 2.646341 -3.530370 -0.959699
5 C 1.627563 -4.811447 0.890086
6 C 0.192901 -4.887533 0.641202
7 C -0.480184 -6.110652 0.690747
8 C -1.883817 -6.193449 0.645444
9 C -2.621614 -5.032222 0.384555
10 C -1.948211 -3.785975 0.316336
11 C -0.559851 -3.742469 0.350054
12 H 4.166871 -3.969678 1.174328
13 H 3.016888 -3.277360 2.297728
14 H 3.659626 -2.200800 1.086600
15 H 3.400207 -4.270350 -1.121617
16 H 3.144421 -2.593148 -1.194933
17 H 1.761150 -3.659570 -1.586597
18 H 1.793024 -4.925101 1.963368
19 H 2.183489 -5.632504 0.410879
20 H 0.158811 -7.014312 0.857151
21 H -2.352472 -7.160135 0.804034
22 H -3.724743 -5.075816 0.294675
23 H -2.585415 -2.901530 0.096660
24 O 1.035480 -2.941446 3.943539
25 S 0.437133 -1.682334 3.400586
26 N 0.479439 -1.242550 1.927662
27 C -2.964447 0.800301 1.873486
28 Si -1.740029 2.173353 1.420471
29 C -0.500976 2.222516 2.895386
30 C -2.682715 3.824037 1.441326
31 Si -0.587337 1.739066 -0.552262
32 Te -0.821731 -0.597179 -1.295548
33 Si -1.407118 2.911579 -2.525610
34 C -3.186476 2.361418 -2.758228
35 C -0.482368 2.532044 -4.159619
36 C -1.305658 4.784073 -2.224546
37 Si 1.669269 2.340610 -0.452370
38 C 1.861377 3.996614 0.440092
39 C 2.627002 1.082301 0.579781
40 C 2.535456 2.360295 -2.125790
41 H -2.491408 -0.178213 2.129999
42 H -3.612888 0.648220 0.999461
43 H -3.635172 1.016874 2.737159
44 H -1.182002 2.323778 3.765089
45 H 0.148942 3.111333 2.826714
46 H 0.117679 1.312257 2.895720
47 H -2.804080 4.162952 2.447305
48 H -3.708169 3.720759 1.020301
49 H -2.157978 4.614675 0.873503
50 H -3.386794 1.347435 -2.449705
51 H -3.396456 2.431977 -3.832853
52 H -3.915513 3.023373 -2.235123
53 H -0.346313 1.466675 -4.338695
54 H 0.544478 2.958148 -4.148019
55 H -1.112048 3.025208 -4.880955
56 H -2.353936 5.166089 -2.175987
57 H -0.835312 5.283330 -3.104236
58 H -0.788661 5.021113 -1.308544
59 H 1.241588 4.816474 0.029085
60 H 2.878872 4.309720 0.183025
61 H 1.633801 3.934285 1.512913
62 H 3.697038 1.180378 0.492345
63 H 2.401997 0.036242 0.286613
64 H 2.340859 1.261772 1.628562
65 H 2.318922 3.257297 -2.686102
66 H 2.120158 1.530863 -2.666785
67 H 3.622368 2.226169 -1.937984

Forces on the atoms, in the same order (eV/Å):
Co 0.9 -0.7 -0.7
C -1.4 -0.3 -0.6
N 0.0 1.3 1.0
C -0.4 0.1 0.0
C 1.6 -0.3 -0.4
C -2.6 -0.6 -1.1
C 0.5 -0.7 0.8
C 0.7 0.4 -0.4
C -0.1 0.4 0.6
C -1.1 -1.4 -1.0
C -0.1 0.4 0.6
H 0.5 0.1 -0.1
H 0.0 0.1 0.8
H 0.7 0.3 -0.1
H 0.5 -1.0 -0.5
H -0.3 0.3 0.1
H 0.3 -0.2 -0.2
H 0.1 0.3 0.0
H -0.2 -0.2 0.1
H -0.9 0.6 -0.1
H -0.1 0.2 -0.2
H 0.8 0.0 0.1
H 0.7 -0.4 0.2
O -0.5 1.4 -1.3
S 0.5 0.0 -1.5
N 0.0 -0.2 4.4
C -0.3 -0.6 0.1
Si -0.1 -0.1 1.9
C -0.4 0.4 -0.9
C -0.2 -0.2 -1.5
Si 0.1 1.0 -1.2
Te -0.1 -0.2 -0.6
Si 0.4 -0.4 0.6
C -0.5 0.9 -0.2
C 0.8 0.1 1.5
C -0.9 0.0 -1.2
Si 0.6 -0.2 0.7
C -0.5 0.4 -0.7
C -0.7 -0.3 0.1
C 0.0 0.2 0.9
H -0.1 0.7 -0.4
H 0.0 -0.2 0.2
H 0.5 0.3 -0.6
H 0.7 -0.2 -0.2
H -0.2 -0.3 0.2
H -0.3 0.3 0.3
H 0.0 0.2 0.8
H 0.7 0.0 0.1
H -0.2 -0.3 0.2
H 0.0 -0.4 0.1
H -0.2 -0.1 0.1
H 0.5 -0.4 -0.3
H -0.4 0.0 -0.2
H -0.7 0.0 -0.1
H 0.0 0.0 -0.7
H 0.7 -0.1 0.2
H -0.1 -0.2 0.7
H 0.2 0.3 0.2
H 0.0 -0.5 0.1
H 0.1 0.0 0.7
H 0.5 0.0 -0.3
H 0.5 0.3 -0.1
H -0.1 0.5 0.3
H 0.1 -0.4 -0.2
H 0.2 0.3 -0.2
H 0.1 -0.6 -0.5
H -0.7 0.1 -0.3

Values from the calculation:
- 2S+1: 5
- Highest occupied orbital energy (alpha / beta): -7.3 / -8.4 eV
- Expectation value of S²: 6.029
- Net charge: 0
- Calculated total energy: -111592.314 eV



Entry 3:
Here is an isolated ion of composition C21H30NO3 and charge +1 at a distorted geometry from OMol25. Energies are from ωB97M-V/def2-TZVPD.

Positions of all 55 atoms, in Å:
1 C -1.522487 -2.116906 4.139320
2 O -1.342480 -1.933528 2.744756
3 C 0.021643 -1.919512 2.359718
4 C 0.113590 -1.913848 0.844032
5 N -0.857902 -0.904074 0.234781
6 C -2.287227 -1.455095 0.041149
7 C -3.276060 -0.330714 0.304541
8 O -2.575831 0.797208 0.819220
9 C -3.394875 1.934831 1.028225
10 C -0.398356 -0.238068 -1.013926
11 C 0.745591 -1.007145 -1.654704
12 C 0.509391 -2.342329 -2.034825
13 C 1.563813 -3.160310 -2.431120
14 C 2.875182 -2.668267 -2.485979
15 C 4.031062 -3.538991 -2.871404
16 C 3.086893 -1.327691 -2.166292
17 C 2.032335 -0.481971 -1.829224
18 C -0.141040 1.227922 -0.714724
19 C -0.929223 2.213489 -1.319096
20 C -0.705265 3.550080 -1.070404
21 C 0.347706 3.939880 -0.204505
22 O 0.484709 5.274610 0.007060
23 C 1.649937 5.772671 0.686526
24 C 1.151190 2.947648 0.403953
25 C 0.855587 1.605242 0.187749
26 H -2.603967 -2.146924 4.291385
27 H -1.074305 -3.057105 4.507960
28 H -1.088548 -1.282299 4.712356
29 H 0.531417 -1.022979 2.767922
30 H 0.563103 -2.812035 2.735812
31 H 1.143995 -1.656801 0.567197
32 H -0.115191 -2.914458 0.439893
33 H -1.032355 -0.165569 0.935606
34 H -2.392218 -1.817244 -0.991089
35 H -2.415383 -2.268913 0.754548
36 H -3.783411 -0.046741 -0.634776
37 H -4.031227 -0.644322 1.048249
38 H -2.722458 2.766173 1.255657
39 H -3.970188 2.175636 0.116875
40 H -4.104838 1.771110 1.854865
41 H -1.247595 -0.295137 -1.713881
42 H -0.514735 -2.726290 -1.998151
43 H 1.359956 -4.204354 -2.683654
44 H 4.951691 -3.126358 -2.453316
45 H 3.907910 -4.553316 -2.486942
46 H 4.163897 -3.608017 -3.957933
47 H 4.105871 -0.936950 -2.180958
48 H 2.211172 0.584111 -1.685211
49 H -1.733005 1.915974 -2.000022
50 H -1.333541 4.327869 -1.501590
51 H 1.448343 6.839678 0.773845
52 H 1.761774 5.321960 1.678859
53 H 2.549883 5.604677 0.083440
54 H 1.985383 3.219969 1.055757
55 H 1.440689 0.833523 0.702469

Forces on the atoms, in the same order (eV/Å):
C -0.1 0.0 0.4
O 0.6 -0.2 -0.1
C -0.1 0.2 0.2
C -0.3 -0.4 0.2
N -0.7 -1.5 1.0
C 0.9 -0.4 0.2
C -0.6 0.9 0.2
O -0.2 -0.5 -0.1
C -0.3 0.2 -0.1
C 0.3 1.1 -1.4
C 0.3 -0.3 -0.5
C 0.3 0.4 0.0
C -0.3 0.0 -0.1
C -0.3 0.1 0.2
C 0.2 -0.2 0.0
C 0.0 0.1 -0.3
C -0.3 -0.1 0.3
C 0.2 -0.1 0.0
C 0.2 -0.2 -0.1
C 0.5 0.4 0.6
C 0.1 -0.4 0.0
O 0.2 -0.5 -0.1
C -0.4 -0.1 -0.2
C -0.3 0.6 0.0
C 0.0 -0.1 -0.4
H 0.2 0.0 0.1
H -0.1 0.3 -0.3
H -0.1 -0.1 -0.2
H -0.2 -0.2 0.0
H -0.2 0.4 -0.1
H -0.4 0.0 -0.1
H 0.0 0.6 0.1
H 0.2 0.1 -0.2
H 0.2 0.0 0.5
H 0.1 0.1 -0.2
H 0.0 0.0 0.3
H 0.2 0.0 -0.4
H -0.2 -0.2 0.0
H 0.2 -0.1 0.2
H 0.2 0.0 -0.2
H 0.2 0.1 0.3
H 0.4 -0.1 0.0
H 0.1 0.3 0.0
H 0.0 -0.1 -0.1
H 0.0 0.0 -0.1
H -0.1 0.1 0.2
H -0.3 0.0 -0.2
H 0.0 -0.4 0.2
H 0.3 0.1 0.2
H 0.2 -0.2 0.0
H 0.2 -0.1 0.1
H 0.0 0.1 -0.1
H -0.1 0.0 0.1
H -0.4 -0.1 -0.2
H -0.1 0.3 -0.2

Values from the calculation:
- Highest occupied orbital energy: -11.2 eV
- Net charge: +1
- Calculated total energy: -29888.994 eV